# C17H14F9N4O6S3

C17H14F9N4O6S3 as an isolated structure at a distorted geometry (ωB97M-V with the def2-TZVPD basis set, OMol25).

Last column: Mulliken charge in e.
Geometry (Å):
O: -1.851355 2.964625 -4.993000  -0.743
S: -1.203978 1.774414 -4.520438  1.158
O: -0.435530 1.035681 -5.481841  -0.676
N: -0.377402 2.182283 -3.197708  -0.267
S: 0.689662 1.136966 -2.720162  0.843
O: 0.226705 -0.214098 -2.518580  -0.549
O: 1.983195 1.243750 -3.319922  -0.559
S: 1.146945 1.776184 -0.692503  1.083
O: 2.012184 0.755546 -0.165504  -0.598
O: 1.713003 3.091913 -0.663168  -0.673
C: -0.361758 1.722318 0.457903  0.369
F: -0.308612 0.570081 1.125084  -0.090
F: -0.169778 2.709637 1.348320  -0.275
C: -1.752129 1.949540 -0.164623  0.673
F: -2.087579 0.988353 -1.017199  -0.084
F: -1.684992 3.114503 -0.825309  -0.300
C: -2.909688 2.100422 0.870298  0.405
F: -2.809635 3.221724 1.579628  -0.275
F: -4.041524 2.184767 0.151467  -0.269
C: -3.084293 0.897877 1.846373  0.634
F: -2.777757 -0.263679 1.308656  -0.218
F: -4.364279 0.838404 2.214122  -0.288
F: -2.372426 1.090163 2.955937  -0.290
C: -2.502261 0.695756 -3.973007  0.146
C: -3.697512 1.203361 -3.475287  -0.298
C: -4.647883 0.290985 -3.036040  -0.339
N: -4.521904 -1.033242 -3.048431  -0.679
C: -3.383460 -1.508520 -3.560401  -0.468
C: -2.369162 -0.683185 -4.023391  -0.125
H: -3.867270 2.266421 -3.440659  0.449
H: -5.574644 0.683963 -2.637732  0.413
H: -3.242271 -2.577423 -3.589922  0.378
H: -1.458185 -1.112944 -4.408508  0.441
N: -0.087437 -0.948061 3.405652  0.089
C: 0.354319 -2.072161 2.768686  -0.341
C: 1.438008 -2.545451 3.455213  -0.615
C: 1.653545 -1.675875 4.559180  -0.654
C: 0.690101 -0.702556 4.502788  -0.452
H: -0.859004 -0.385291 3.106741  0.291
H: -0.131520 -2.430387 1.877129  0.405
H: 2.018725 -3.413556 3.191630  0.438
H: 2.430604 -1.752052 5.301176  0.417
H: 0.499926 0.144978 5.138789  0.401
N: 4.303540 -1.315796 1.126167  0.214
C: 4.754536 -2.425168 0.472240  -0.434
C: 5.862646 -2.885012 1.135622  -0.573
C: 6.083156 -2.015354 2.238428  -0.526
C: 5.100868 -1.059765 2.203207  -0.432
H: 3.502129 -0.769576 0.854475  0.264
H: 4.251316 -2.791153 -0.405900  0.397
H: 6.447900 -3.747134 0.862061  0.394
H: 6.869679 -2.083834 2.971556  0.391
H: 4.902539 -0.223340 2.850708  0.397

Forces on the atoms, in the same order (eV/Å):
-0.21 0.15 0.30
-0.24 0.64 -0.68
0.25 -0.35 0.24
0.30 -0.51 0.26
0.05 -1.02 -1.18
-0.38 0.25 0.34
0.19 0.53 0.34
1.79 0.35 0.13
-0.50 -0.69 0.09
-0.97 0.49 -0.11
-0.02 0.28 -0.03
-0.10 -0.31 -0.19
0.14 0.20 0.11
0.22 0.58 0.19
0.08 -0.46 0.08
-0.12 0.29 0.00
-0.14 -0.57 -0.32
0.27 0.22 0.24
-0.16 -0.07 -0.26
-0.90 0.44 0.21
0.29 -0.35 -0.23
-0.23 0.08 0.12
0.43 -0.03 0.14
-0.67 -0.41 0.34
0.41 -0.38 -0.22
-0.22 0.41 0.11
0.24 -0.10 -0.20
-0.01 0.69 0.11
0.47 -0.06 -0.17
-0.08 0.14 0.05
-0.15 -0.08 0.07
-0.14 -0.19 0.04
0.10 -0.03 -0.04
-0.02 -0.19 0.23
-0.05 0.07 -0.08
0.11 -0.10 0.07
-0.01 0.00 0.00
0.01 0.02 -0.07
0.03 0.00 0.06
0.03 0.01 -0.03
0.03 0.01 0.00
0.01 -0.01 0.00
0.02 0.01 0.00
-0.04 0.00 0.02
-0.05 0.06 0.01
0.02 -0.04 0.03
0.03 -0.04 0.02
-0.06 0.03 -0.06
-0.05 0.06 -0.05
0.01 0.01 -0.02
0.01 -0.01 0.00
0.01 0.00 0.01
0.00 0.00 0.01

Values from the calculation:
Energy relative to the best compared isomer or geometry (same formula, charge and spin) in eV: 0.000
2S+1: 1
Net charge: -1
Total energy in eV: -93064.5573
HOMO energy in eV: -6.1
Frontier orbital gap in hartree: 0.316
F_max in eV Å⁻¹: 1.828